An isolated molecule of C24H32N4O3S, computed with the ωB97M-V functional and the def2-TZVPD basis.

Atoms and positions in Å:
C: 2.0936 7.1717 -4.3612
C: 1.6714 5.8189 -3.7968
C: 0.1472 5.6934 -3.7445
C: -0.2554 4.3212 -3.2103
N: 0.3268 3.2938 -4.0394
S: -0.3632 1.7850 -3.9224
O: -1.7826 1.9570 -3.9966
O: 0.2908 0.9434 -4.8802
C: 0.0722 1.2269 -2.2762
C: -0.7493 1.5284 -1.2074
C: -0.3781 1.1681 0.0755
C: 0.8311 0.5050 0.2824
N: 1.2693 0.1096 1.5470
C: 0.6456 0.2430 2.7582
O: -0.4154 0.8025 2.9210
C: 1.4174 -0.4200 3.9047
N: 1.0380 -1.7790 4.2231
C: 1.2304 -2.7792 3.1924
C: 0.0272 -2.9433 2.2417
N: -1.1676 -3.2303 3.0068
C: -1.4967 -4.5449 3.3091
C: -1.9945 -4.9352 4.5566
C: -2.3730 -6.2430 4.7953
C: -2.2643 -7.2056 3.8085
C: -1.7837 -6.8327 2.5642
C: -1.4121 -5.5284 2.3147
C: -1.4129 -2.1607 3.9527
C: -0.2264 -1.9725 4.9117
C: 1.6503 0.2021 -0.8081
C: 1.2710 0.5656 -2.0849
C: 1.7681 3.3279 -4.0812
C: 2.2285 4.6710 -4.6416
H: 1.6998 7.9803 -3.7501
H: 1.7185 7.2935 -5.3746
H: 3.1777 7.2546 -4.3845
H: 2.0644 5.7244 -2.7772
H: -0.2584 5.8129 -4.7498
H: -0.2769 6.4692 -3.1051
H: -1.3363 4.1844 -3.2514
H: 0.0803 4.2160 -2.1643
H: -1.6860 2.0281 -1.3953
H: -1.0134 1.3943 0.9153
H: 2.1580 -0.3728 1.5459
H: 2.4908 -0.4184 3.6839
H: 1.2488 0.1821 4.8013
H: 2.1391 -2.5509 2.6307
H: 1.3805 -3.7375 3.7054
H: 0.2387 -3.7460 1.5379
H: -0.1493 -2.0243 1.6729
H: -2.0857 -4.2230 5.3615
H: -2.7491 -6.5111 5.7724
H: -2.5541 -8.2270 4.0020
H: -1.7058 -7.5649 1.7732
H: -1.0746 -5.2656 1.3235
H: -2.3300 -2.3561 4.5065
H: -1.5628 -1.2422 3.3769
H: -0.4074 -1.1226 5.5701
H: -0.1124 -2.8740 5.5249
H: 2.5827 -0.3215 -0.6493
H: 1.8789 0.3272 -2.9428
H: 2.0841 2.5048 -4.7228
H: 2.1918 3.1813 -3.0726
H: 1.8655 4.7683 -5.6654
H: 3.3192 4.7029 -4.6561

Calculated values
SMILES string: CC1CCN(S(=O)(=O)c2ccc(NC(=O)CN3CCN(c4ccccc4)CC3)cc2)CC1
E in eV: -48345.810
Relative energy (zero: lowest compared OMol25 entry of this formula, charge and spin) in eV: 1.859
LUMO in eV: 0.367
Multiplicity: 1
Charge: 0
HOMO-LUMO gap in eV: 7.8329